C22H16Cl6CrNO2 as an isolated structure in a non-equilibrium geometry, computed with ωB97M-V/def2-TZVPD.

Last column: natural (NBO) charge in e.
Positions of all 48 atoms, in Å:
1 Cr -0.25 0.57 0.45  1.07
2 C -1.78 1.11 -2.16  -0.41
3 N -1.89 1.44 -0.74  -0.47
4 C -1.89 2.90 -0.59  -0.41
5 C -3.14 0.87 -0.19  -0.22
6 C -2.93 -0.55 0.28  -0.11
7 C -3.99 -1.45 0.31  -0.23
8 C -3.80 -2.73 0.81  -0.24
9 C -2.54 -3.08 1.29  -0.23
10 C -1.50 -2.17 1.25  -0.24
11 C -1.64 -0.86 0.75  -0.38
12 H -2.60 1.56 -2.73  0.18
13 H -1.82 0.03 -2.29  0.21
14 H -0.84 1.49 -2.55  0.22
15 H -2.72 3.36 -1.14  0.17
16 H -0.94 3.30 -0.96  0.24
17 H -1.97 3.16 0.47  0.20
18 H -3.96 0.94 -0.93  0.18
19 H -3.44 1.48 0.67  0.20
20 H -4.97 -1.15 -0.05  0.19
21 H -4.62 -3.43 0.84  0.20
22 H -2.38 -4.08 1.69  0.20
23 H -0.53 -2.47 1.64  0.20
24 Cl 2.44 -1.87 0.93  0.01
25 C 2.03 -0.78 2.21  0.02
26 C 0.97 0.10 2.00  -0.45
27 C 0.69 0.90 3.11  0.02
28 Cl -0.61 2.03 2.88  0.01
29 C 1.36 0.86 4.32  -0.12
30 Cl 0.89 1.87 5.64  0.02
31 C 2.43 -0.02 4.46  -0.09
32 Cl 3.32 -0.08 5.94  0.03
33 C 2.77 -0.84 3.39  -0.12
34 Cl 4.11 -1.91 3.55  0.02
35 Cl 3.70 -3.10 -3.99  -0.03
36 C 3.14 -1.62 -3.26  -0.04
37 C 4.06 -0.61 -2.97  -0.24
38 C 3.60 0.57 -2.41  -0.17
39 C 2.26 0.73 -2.08  -0.06
40 C 1.37 -0.29 -2.38  -0.21
41 C 1.80 -1.46 -2.99  -0.23
42 C 1.80 2.03 -1.43  0.75
43 O 2.27 3.08 -1.86  -0.67
44 O 0.94 1.94 -0.49  -0.83
45 H 5.11 -0.76 -3.19  0.22
46 H 4.29 1.38 -2.21  0.23
47 H 0.32 -0.18 -2.13  0.21
48 H 1.10 -2.25 -3.23  0.22

Summary:
- LUMO level (alpha / beta): 2.6 / 2.6 eV
- HOMO-LUMO gap (alpha / beta): 7.29 / 8.48 eV
- 2S+1: 5
- E_HOMO (alpha / beta): -4.733 / -5.921 eV
- Charge: -1
- Energy relative to the best compared isomer or geometry (same formula, charge and spin): 5.60 kcal per mole